This record from the Open Molecules 2025 dataset describes 2 unconnected molecules or ions with the total composition C2H3NO3 in a non-equilibrium geometry. The level of theory is wB97M-V/def2-TZVPD.

Properties
Kohn-Sham gap = 0.4326 hartree
SMILES = O=[N+]([O-])O.C#C
calculated total energy = -358.25937 a.u.
molar mass = 89.05 g/mol
HOMO energy = -11.242 eV

Each line ends with the natural charge from an NBO analysis.
Element x y z (Å)
O 2.5837 -1.1984 1.3964  -0.3115
N 1.8148 -0.4984 0.8488  0.7445
O 1.6664 0.6804 0.8307  -0.3839
O 0.8668 -1.0807 -0.0148  -0.5579
H 0.4049 -0.3816 -0.4601  0.5026
C -2.1621 0.1285 -0.4906  -0.1938
C -1.4364 1.0773 -0.8111  -0.2632
H -2.6543 -0.7451 -0.2827  0.2290
H -1.0839 2.0180 -1.0167  0.2342

This record from the Open Molecules 2025 dataset describes 2 unconnected molecules or ions with the total composition C2H3NO3 in a non-equilibrium geometry. The level of theory is wB97M-V/def2-TZVPD.

Properties
Kohn-Sham gap (spin up / spin down) = 0.3230 / 0.2493 hartree
calculated total energy = -358.13521 a.u.
molar mass = 89.05 g/mol
HOMO energy (spin up / spin down) = -9.754 / -8.338 eV

Each line ends with the natural charge from an NBO analysis.
Element x y z (Å)
C -1.8257 -0.5588 -0.3976  -0.2629
C 0.1088 0.5105 0.1985  0.4082
N 1.2732 -0.5156 0.1639  0.4333
O 0.9520 -1.6724 0.3172  -0.3284
O 2.3507 -0.0133 -0.1673  -0.4105
O 0.3613 1.7019 -0.1282  -0.6595
H -2.6110 0.0494 0.1468  0.1437
H -1.8362 -1.6115 -0.1086  0.1453
H 1.2269 2.1098 -0.0247  0.5307

This record from the Open Molecules 2025 dataset describes 2 unconnected molecules or ions with the total composition C2H3NO3S in a non-equilibrium geometry. The level of theory is wB97M-V/def2-TZVPD.

Properties
Kohn-Sham gap (spin up / spin down) = 0.3131 / 0.3179 hartree
calculated total energy = -756.51324 a.u.
molar mass = 121.12 g/mol
HOMO energy (spin up / spin down) = -9.771 / -10.090 eV

Each line ends with the natural charge from an NBO analysis.
Element x y z (Å)
C -0.7959 1.2933 -0.0078  0.4271
C 0.9913 0.0336 0.1424  -0.3241
N 0.4654 1.2798 0.1952  -0.5190
O -0.1580 -1.3574 -1.8067  -0.8828
O -0.7595 -2.1064 0.4481  -0.8657
O -1.4725 0.2012 -0.3105  -0.6273
S -0.3286 -1.0704 -0.4204  2.2639
H -1.3561 2.2157 0.0409  0.1981
H 1.9658 -0.1070 -0.2816  0.2462
H 1.4480 -0.3825 2.0005  0.0836

This record from the Open Molecules 2025 dataset describes a molecular structure, C2H3NO4 in a non-equilibrium geometry. The level of theory is wB97M-V/def2-TZVPD.

Properties
Kohn-Sham gap = 0.3552 hartree
calculated total energy = -433.60522 a.u.
molar mass = 105.05 g/mol
HOMO energy = -10.434 eV

Each line ends with the natural charge from an NBO analysis.
Element x y z (Å)
C -0.1532 -0.5923 0.1910  0.4943
C 0.4965 0.3460 1.1538  0.6883
H -1.2278 -1.7077 -1.4639  0.4889
H -0.3404 0.9701 -1.2498  0.3928
H 1.5137 1.9528 1.1988  0.5035
N 0.0585 -0.3221 -1.1528  -0.2945
O -0.9935 -0.7821 -2.0690  -0.5546
O -0.9014 -1.5511 0.4951  -0.5419
O 1.2713 1.2987 0.5784  -0.6764
O 0.2762 0.3878 2.3183  -0.5002

This record from the Open Molecules 2025 dataset describes a single C2H3NOS molecule in a non-equilibrium geometry. The level of theory is wB97M-V/def2-TZVPD.

Properties
Kohn-Sham gap (spin up / spin down) = 0.2967 / 0.2965 hartree
calculated total energy = -606.06573 a.u.
molar mass = 89.12 g/mol
HOMO energy (spin up / spin down) = -8.545 / -8.542 eV

Each line ends with the natural charge from an NBO analysis.
Element x y z (Å)
C -1.5449 0.2845 0.0043  0.8117
C 0.5899 -0.7005 -0.0756  -0.7432
N -0.8634 1.3826 -0.0369  -0.7858
O -2.6664 -0.1396 0.0668  -0.4951
S 0.8922 1.0631 0.0326  0.3891
H 0.4364 -1.3621 0.7096  0.2068
H 0.6190 -1.1589 -1.0148  0.1997
H -1.0899 2.3513 -0.2851  0.4167

This record from the Open Molecules 2025 dataset describes 2 unconnected molecules or ions with the total composition C2H3NOS in a non-equilibrium geometry. The level of theory is wB97M-V/def2-TZVPD.

Properties
Kohn-Sham gap = 0.3707 hartree
SMILES = N#CS.C=O
calculated total energy = -606.09220 a.u.
molar mass = 89.12 g/mol
HOMO energy = -9.624 eV

Each line ends with the natural charge from an NBO analysis.
Element x y z (Å)
N -0.9298 -0.1569 -0.7098  -0.2931
C -0.3229 0.8295 -0.6892  0.0026
S 0.2207 2.4072 -0.4431  0.1274
H -1.0009 2.3722 -0.3029  0.1573
C -0.6172 -1.6991 1.9861  0.2706
O -1.5582 -1.6116 1.2819  -0.4643
H -0.6868 -1.9513 3.0568  0.1017
H 0.3831 -1.5966 1.5310  0.0979

This record from the Open Molecules 2025 dataset describes 2 unconnected molecules or ions with the total composition C2H3NOS in a non-equilibrium geometry. The level of theory is wB97M-V/def2-TZVPD.

Properties
Kohn-Sham gap (spin up / spin down) = 0.2575 / 0.2576 hartree
calculated total energy = -606.07706 a.u.
molar mass = 89.12 g/mol
HOMO energy (spin up / spin down) = -8.655 / -8.655 eV

Each line ends with the natural charge from an NBO analysis.
Element x y z (Å)
C -1.1141 -0.3985 -0.3248  -0.2525
C 2.2935 -0.1059 0.0019  0.7295
N 1.1009 0.0103 0.1029  -0.8112
O 3.4588 0.0154 0.0269  -0.6022
S -1.8301 1.1458 -0.1074  0.2579
H -1.0160 -1.0539 0.4806  0.2452
H -2.1727 0.9026 1.2208  0.1509
H -0.7202 -0.5158 -1.4009  0.2825

This record from the Open Molecules 2025 dataset describes 2 unconnected molecules or ions with the total composition C2H3NOS in a non-equilibrium geometry. The level of theory is wB97M-V/def2-TZVPD.

Properties
Kohn-Sham gap (spin up / spin down) = 0.2712 / 0.2723 hartree
calculated total energy = -606.03379 a.u.
molar mass = 89.12 g/mol
HOMO energy (spin up / spin down) = -9.203 / -9.199 eV

Each line ends with the natural charge from an NBO analysis.
Element x y z (Å)
C -0.5765 0.0299 0.5180  0.0670
C 1.6892 -0.1428 -0.4362  0.5095
N 0.5910 -0.3321 0.3739  -0.4050
O 2.5510 0.6397 -0.1972  -0.4964
S 0.5895 -2.7311 0.5155  -0.2241
H -1.2500 -0.5440 1.2143  0.2101
H -0.8852 0.9187 0.1176  0.1719
H 1.5619 -1.0589 -1.0777  0.1669

This record from the Open Molecules 2025 dataset describes a single C2H3NOS molecule in a non-equilibrium geometry. The level of theory is wB97M-V/def2-TZVPD.

Properties
Kohn-Sham gap = 0.2937 hartree
SMILES = C=C[N+]([O-])=S
calculated total energy = -606.06684 a.u.
molar mass = 89.12 g/mol
HOMO energy = -9.442 eV

Each line ends with the natural charge from an NBO analysis.
Element x y z (Å)
C 0.2200 -0.4446 0.0402  -0.3164
C -0.8872 0.3170 -0.0643  -0.1172
N -2.1400 -0.3585 -0.0214  0.0228
O -2.0502 -1.5730 -0.1014  -0.3446
S -3.5054 0.5734 0.1042  0.0553
H 1.1358 0.1567 0.0159  0.2117
H 0.2540 -1.5929 0.1445  0.2516
H -0.8770 1.3908 -0.1616  0.2367

This record from the Open Molecules 2025 dataset describes a single C2H3NOS molecule in a non-equilibrium geometry. The level of theory is wB97M-V/def2-TZVPD.

Properties
Kohn-Sham gap = 0.3674 hartree
SMILES = O=C1NCS1
calculated total energy = -606.17388 a.u.
molar mass = 89.12 g/mol
HOMO energy = -9.476 eV

Each line ends with the natural charge from an NBO analysis.
Element x y z (Å)
O 3.0542 -1.2097 -0.0235  -0.5441
C 2.0753 -0.5627 -0.0035  0.6283
N 0.7115 -0.7723 0.0064  -0.6623
C 0.1790 0.5977 -0.0211  -0.2983
S 1.8791 1.3322 0.0082  0.0545
H 0.2088 -1.6434 0.2457  0.4178
H -0.1909 0.9201 -0.9016  0.1945
H -0.4582 0.9768 0.8877  0.2095

This record from the Open Molecules 2025 dataset describes a single C2H3NOS molecule in a non-equilibrium geometry. The level of theory is wB97M-V/def2-TZVPD.

Properties
Kohn-Sham gap (spin up / spin down) = 0.2818 / 0.2817 hartree
SMILES = C=C[N+]([O-])=S
calculated total energy = -606.05575 a.u.
molar mass = 89.12 g/mol
HOMO energy (spin up / spin down) = -9.467 / -9.466 eV

Each line ends with the natural charge from an NBO analysis.
Element x y z (Å)
C 1.2821 -0.1502 -0.1595  -0.3142
C 0.1466 0.3877 0.1756  -0.0875
N -1.1637 -0.2020 0.1489  -0.0219
O -1.2651 -1.5029 0.1595  -0.3571
S -2.5294 0.7465 -0.1146  0.0997
H 2.2663 0.4344 -0.1157  0.2317
H 1.3288 -1.1529 -0.4545  0.2230
H -0.0655 1.4394 0.3602  0.2263

This record from the Open Molecules 2025 dataset describes a single C2H3NOS molecule in a non-equilibrium geometry. The level of theory is wB97M-V/def2-TZVPD.

Properties
Kohn-Sham gap = 0.3312 hartree
SMILES = C=NOC=S
calculated total energy = -606.09616 a.u.
molar mass = 89.12 g/mol
HOMO energy = -8.838 eV

Each line ends with the natural charge from an NBO analysis.
Element x y z (Å)
C 1.0234 0.0307 -1.3886  -0.1013
N -0.0531 0.1050 -0.7249  -0.1026
O 0.1531 -0.1656 0.6475  -0.3790
C -0.9339 -0.0430 1.4206  0.0394
S -2.4813 0.2756 1.0533  -0.0332
H 0.8829 0.1709 -2.4561  0.2056
H 1.9723 -0.2334 -0.9682  0.1853
H -0.5634 -0.1401 2.4164  0.1860

This record from the Open Molecules 2025 dataset describes a single C2H3NOS2 molecule in a non-equilibrium geometry. The level of theory is wB97M-V/def2-TZVPD.

Properties
Kohn-Sham gap = 0.3057 hartree
SMILES = OC(=S)/C=N\S
calculated total energy = -1004.32856 a.u.
molar mass = 121.19 g/mol
HOMO energy = -9.203 eV

Each line ends with the natural charge from an NBO analysis.
Element x y z (Å)
O 0.7876 1.5071 0.2287  -0.6304
C 1.2445 0.2829 -0.0170  0.1344
S 2.7608 0.0137 -0.5387  0.0082
C 0.3227 -0.8408 0.1834  -0.0163
N -0.9554 -0.9327 0.0138  -0.4988
S -1.8681 0.4210 -0.5418  0.1580
H -0.1075 1.4771 0.5890  0.4915
H 0.8628 -1.7937 0.4352  0.2244
H -3.0473 -0.1347 -0.3525  0.1291

This record from the Open Molecules 2025 dataset describes a single C2H3NP2 molecule in a non-equilibrium geometry. The level of theory is wB97M-V/def2-TZVPD.

Properties
Kohn-Sham gap = 0.2970 hartree
calculated total energy = -815.39022 a.u.
molar mass = 103.00 g/mol
HOMO energy = -9.085 eV

Each line ends with the natural charge from an NBO analysis.
Element x y z (Å)
C 0.2603 0.9856 0.1089  0.4726
C 1.5242 0.6966 0.0557  -0.6531
N -0.9402 1.1945 0.1195  -0.7657
P -2.0998 -0.0082 -0.2759  0.5208
P -0.9607 -1.6416 0.0988  -0.0566
H 2.1011 0.9807 -0.8053  0.2522
H 2.0408 0.3806 0.9417  0.2532
H -1.9256 -2.5883 -0.2434  -0.0234

This record from the Open Molecules 2025 dataset describes a single C2H3NP2 molecule in a non-equilibrium geometry. The level of theory is wB97M-V/def2-TZVPD.

Properties
Kohn-Sham gap = 0.2669 hartree
calculated total energy = -815.34887 a.u.
molar mass = 103.00 g/mol
HOMO energy = -7.979 eV

Each line ends with the natural charge from an NBO analysis.
Element x y z (Å)
C 1.6667 0.2461 -0.8366  0.0947
C 0.3069 0.1395 1.1792  -0.4906
N 1.0675 0.3672 0.1800  -0.2347
P -1.3689 -0.4150 0.9664  0.3388
P -1.5191 -0.5342 -1.0629  -0.1403
H 1.9905 0.8686 -1.6316  0.2189
H 0.6930 0.3047 2.1719  0.2305
H -2.8365 -0.9768 -0.9664  -0.0173

This record from the Open Molecules 2025 dataset describes 2 unconnected molecules or ions with the total composition C2H3NS in a non-equilibrium geometry. The level of theory is wB97M-V/def2-TZVPD.

Properties
Kohn-Sham gap (spin up / spin down) = 0.2724 / 0.2724 hartree
SMILES = C#C.N=S
calculated total energy = -530.78619 a.u.
molar mass = 73.12 g/mol
HOMO energy (spin up / spin down) = -8.525 / -8.512 eV

Each line ends with the natural charge from an NBO analysis.
Element x y z (Å)
C 0.4764 -0.8553 0.8027  -0.2334
C 1.6215 -0.8704 1.0970  -0.2213
H -0.4710 -1.0367 0.4957  0.2182
H 2.6636 -1.0801 1.1518  0.2360
N 0.5751 2.1209 -2.4698  -0.7477
S -0.1758 1.3287 -1.3776  0.4062
H 0.4223 3.1126 -2.4934  0.3421

This record from the Open Molecules 2025 dataset describes a single C2H3NS molecule in a non-equilibrium geometry. The level of theory is wB97M-V/def2-TZVPD.

Properties
Kohn-Sham gap = 0.3492 hartree
SMILES = C#CSN
calculated total energy = -530.84951 a.u.
molar mass = 73.12 g/mol
HOMO energy = -8.923 eV

Each line ends with the natural charge from an NBO analysis.
Element x y z (Å)
C -1.9243 0.1441 -0.1576  -0.1997
C -0.9498 -0.5182 0.0984  -0.3261
S 0.5093 -1.2775 0.2022  0.4758
N 1.7909 -0.0825 0.0547  -0.8931
H -2.6559 0.8084 0.1110  0.2222
H 1.7707 0.2346 -0.8727  0.3589
H 1.4591 0.6910 0.5640  0.3619

This record from the Open Molecules 2025 dataset describes 2 unconnected molecules or ions with the total composition C2H3NS in a non-equilibrium geometry. The level of theory is wB97M-V/def2-TZVPD.

Properties
Kohn-Sham gap = 0.3118 hartree
SMILES = C#N.C=S
calculated total energy = -530.87305 a.u.
molar mass = 73.12 g/mol
HOMO energy = -8.545 eV

Each line ends with the natural charge from an NBO analysis.
Element x y z (Å)
C 1.5618 -1.0546 1.0736  0.0907
N 1.1668 -0.0278 0.7120  -0.3117
H 1.9206 -2.0260 1.1322  0.2250
C -1.1577 0.8256 -0.6079  -0.4430
S -0.8694 0.0525 -2.0034  0.0441
H -0.6935 1.8155 -0.3768  0.2035
H -1.9286 0.4148 0.0703  0.1914

This record from the Open Molecules 2025 dataset describes 2 unconnected molecules or ions with the total composition C2H3NS in a non-equilibrium geometry. The level of theory is wB97M-V/def2-TZVPD.

Properties
Kohn-Sham gap = 0.3108 hartree
calculated total energy = -530.78920 a.u.
molar mass = 73.12 g/mol
HOMO energy = -9.391 eV

Each line ends with the natural charge from an NBO analysis.
Element x y z (Å)
C 1.7512 0.2004 -0.0780  0.0565
C -0.8341 -0.8646 -0.1322  -0.5053
N 1.9720 1.3028 0.0872  -0.3288
S -1.4599 0.6670 -0.0630  0.2362
H -1.4681 0.7601 1.3853  0.1337
H 1.2213 -0.7465 -0.0494  0.2443
H -1.1824 -1.3192 -1.1500  0.1634

This record from the Open Molecules 2025 dataset describes a single C2H3NS2 molecule in a non-equilibrium geometry. The level of theory is wB97M-V/def2-TZVPD.

Properties
Kohn-Sham gap (spin up / spin down) = 0.2832 / 0.2832 hartree
SMILES = S=C/N=C\S
calculated total energy = -929.05399 a.u.
molar mass = 105.19 g/mol
HOMO energy (spin up / spin down) = -8.999 / -8.999 eV

Each line ends with the natural charge from an NBO analysis.
Element x y z (Å)
S 1.3660 -1.7621 0.3997  -0.0448
C 0.1524 -0.8275 1.0471  -0.0779
N -0.6435 0.1548 0.6391  -0.5289
C -0.4366 0.9842 -0.2866  0.0731
S 0.2715 1.0196 -1.9397  0.0563
H -0.0652 -1.1419 2.0861  0.1883
H -1.2653 1.7424 -0.3969  0.1785
H 0.6207 -0.1696 -1.5488  0.1554